Record 1
ORCA calculation (ωB97M-V/def2-TZVPD) on a molecular structure, C4H9N2S in a non-equilibrium geometry.

Atoms and positions in Å:
C1 0.76 -0.96 -1.45
C2 0.57 1.29 -0.88
C3 0.15 0.39 0.28
C4 -0.30 -0.32 2.63
N1 0.91 0.25 -1.97
N2 0.33 -0.93 -0.16
S1 -0.09 1.06 1.75
H1 0.79 -1.78 -2.17
H2 -0.19 1.98 -1.21
H3 1.51 1.85 -0.73
H4 -2.32 0.08 0.67
H5 -2.42 -0.26 -0.07
H6 -0.78 -0.21 3.64
H7 0.08 -1.29 2.35
H8 1.18 0.47 -2.90
H9 -0.18 -1.62 0.23

Its energy is -18098.1155 eV. The value obtained for the molar mass is 117.20 g mol⁻¹. The value obtained for the energy above the lowest of the compared OMol25 structures with the same formula, charge and spin is 20.6 kcal/mol. Its multiplicity is 3. Its charge is +1. The expectation value of S² is 2.015. The LUMO energy (alpha / beta) is -3.76 / -5.12 eV.

---

Record 2
ORCA calculation (ωB97M-V/def2-TZVPD) on C4H9N3 in the gas phase in a non-equilibrium geometry.

Atoms and positions in Å:
C1 1.87 0.85 0.48
N1 -0.54 -0.98 -0.10
C2 -1.16 0.17 -0.26
N2 -2.58 -0.31 0.42
C3 0.78 -1.26 -0.41
C4 1.85 -0.47 -0.22
N3 -1.14 1.34 -0.74
H1 -1.96 -1.31 0.47
H2 -3.37 -0.19 -0.21
H3 -2.77 0.18 1.30
H4 -0.39 1.50 -1.40
H5 0.92 -2.25 -0.82
H6 2.81 -0.87 -0.51
H7 2.01 1.68 -0.22
H8 2.70 0.90 1.18
H9 0.95 1.02 1.05

Its energy is -8761.7883 eV. The value obtained for the molar mass is 99.14 g mol⁻¹. The value obtained for the energy above the lowest of the compared OMol25 structures with the same formula, charge and spin is 63.1 kcal/mol. Its charge is 0. The LUMO energy is 0.73 eV.

---

Record 3
ORCA calculation (ωB97M-V/def2-TZVPD) on C4H9N3 in the gas phase in a non-equilibrium geometry.

Atoms and positions in Å:
C1 0.85 0.01 -0.63
C2 1.50 -1.49 -1.33
C3 -0.66 1.19 0.86
C4 -0.22 -0.46 0.17
N1 -2.00 1.30 1.09
N2 0.25 2.02 1.17
N3 -1.04 -1.37 0.32
H1 -2.33 1.97 1.77
H2 -2.55 0.46 0.99
H3 -0.10 2.88 1.62
H4 -0.83 -2.28 -0.08
H5 0.54 0.62 -1.47
H6 1.66 0.44 -0.05
H7 0.77 -1.94 -2.01
H8 1.79 -2.19 -0.54
H9 2.38 -1.17 -1.88

Its energy is -8762.1388 eV. Its SMILES is [H]/N=C(N)/C(CC)=N/[H]. The value obtained for the molar mass is 99.14 g mol⁻¹. The value obtained for the energy above the lowest of the compared OMol25 structures with the same formula, charge and spin is 55.0 kcal/mol. Its charge is 0. The LUMO energy is 0.98 eV.

---

Record 4
ORCA calculation (ωB97M-V/def2-TZVPD) on a molecular structure, C4H9N3.

Atoms and positions in Å:
C1 1.58 0.65 -0.70
N1 0.55 -0.37 -0.63
C2 -0.58 -0.11 0.19
N2 1.12 -1.67 -0.48
C3 -0.92 1.27 0.38
C4 -1.50 -1.13 0.49
N3 -1.36 2.29 0.94
H1 0.63 -2.30 -1.10
H2 0.94 -2.00 0.47
H3 -1.62 3.03 0.28
H4 -0.38 0.41 1.36
H5 2.31 0.36 -1.44
H6 1.13 1.60 -1.00
H7 2.09 0.79 0.27
H8 -2.26 -0.95 1.24
H9 -1.71 -1.87 -0.27

Its energy is -8758.0562 eV. The value obtained for the molar mass is 99.14 g mol⁻¹. The value obtained for the energy above the lowest of the compared OMol25 structures with the same formula, charge and spin is 149.2 kcal/mol. Its charge is 0. The LUMO energy (alpha / beta) is 0.47 / 0.47 eV.

---

Record 5
ORCA calculation (ωB97M-V/def2-TZVPD) on a molecular structure, C4H9N3.

Atoms and positions in Å:
C1 1.38 -0.04 1.11
C2 0.54 0.74 -1.15
C3 0.33 -0.22 0.02
N1 -1.94 0.83 0.33
C4 -0.05 -1.62 -0.37
N2 -1.07 -0.22 0.55
N3 -1.28 -1.50 -0.01
H1 -2.34 0.84 -0.61
H2 -2.70 0.77 1.01
H3 0.47 -2.49 -0.71
H4 1.38 0.99 1.45
H5 2.36 -0.29 0.72
H6 1.15 -0.69 1.95
H7 -0.17 0.53 -1.95
H8 0.40 1.76 -0.80
H9 1.55 0.62 -1.54

Its energy is -8761.5709 eV. The value obtained for the molar mass is 99.14 g mol⁻¹. The value obtained for the energy above the lowest of the compared OMol25 structures with the same formula, charge and spin is 68.1 kcal/mol. Its charge is 0. The LUMO energy is 1.02 eV.

---

Record 6
ORCA calculation (ωB97M-V/def2-TZVPD) on 2 unconnected molecules or ions with the total composition C4H9N3 in a non-equilibrium geometry.

Atoms and positions in Å:
C1 0.34 -0.80 0.71
C2 -2.19 0.29 -0.89
C3 -3.68 0.19 1.01
C4 3.14 0.36 -0.79
N1 1.51 -0.67 0.63
N2 -2.87 0.19 0.10
N3 2.65 -0.25 0.47
H1 -1.61 1.22 -1.13
H2 -1.98 -0.52 -1.58
H3 -0.24 -1.64 0.52
H4 -4.77 0.42 0.80
H5 -3.41 0.17 2.03
H6 4.26 0.56 -0.65
H7 2.93 -0.38 -1.47
H8 2.65 1.25 -0.97
H9 3.27 -0.37 1.21

Its energy is -8741.5812 eV. The value obtained for the molar mass is 99.14 g mol⁻¹. The value obtained for the energy above the lowest of the compared OMol25 structures with the same formula, charge and spin is 96.2 kcal/mol. Its charge is +2. The LUMO energy is -8.71 eV.

---

Record 7
ORCA calculation (ωB97M-V/def2-TZVPD) on a gas-phase ion, C4H9N3 (charge +2) in a non-equilibrium geometry.

Atoms and positions in Å:
C1 -1.80 -0.03 -0.43
C2 0.26 0.86 0.34
C3 1.06 -0.32 0.63
C4 0.59 -1.41 -0.36
N1 -2.46 -1.01 -0.50
N2 -1.05 0.95 -0.04
N3 0.98 1.96 0.34
H1 0.97 -0.78 1.67
H2 2.11 -0.10 0.41
H3 -0.01 -2.11 0.23
H4 1.38 -1.88 -0.92
H5 -0.22 -1.16 -1.07
H6 -2.84 -1.83 -0.99
H7 -1.56 1.88 -0.17
H8 1.93 2.11 0.76
H9 0.65 2.87 0.11

Its energy is -8743.7236 eV. Its SMILES is CCC(=[NH2+])[NH+]=C=N. The value obtained for the molar mass is 99.14 g mol⁻¹. The value obtained for the energy above the lowest of the compared OMol25 structures with the same formula, charge and spin is 46.7 kcal/mol. Its charge is +2. The LUMO energy is -10.10 eV.

---

Record 8
ORCA calculation (ωB97M-V/def2-TZVPD) on C4H9N3O in the gas phase.

Atoms and positions in Å:
N1 1.28 0.09 -0.17
N2 1.66 -1.24 0.06
C1 0.66 0.85 1.26
O1 0.73 0.19 2.30
H1 2.06 0.59 -0.60
H2 1.39 -1.44 1.03
H3 1.10 -1.82 -0.58
H4 1.06 1.87 1.17
C2 -0.11 0.33 -1.03
C3 -1.80 0.56 0.94
C4 -0.76 -0.70 -1.67
N3 -0.67 0.80 0.46
H5 0.06 1.23 -1.60
H6 -2.60 0.29 0.26
H7 -1.95 0.60 2.02
H8 -1.07 -1.60 -1.14
H9 -1.03 -0.60 -2.70

Its energy is -10806.8468 eV. The value obtained for the molar mass is 115.14 g mol⁻¹. The value obtained for the energy above the lowest of the compared OMol25 structures with the same formula, charge and spin is 129.5 kcal/mol. Its charge is 0. The LUMO energy is 0.11 eV.

---

Record 9
ORCA calculation (ωB97M-V/def2-TZVPD) on C4H9N3O in the gas phase in a non-equilibrium geometry.

Atoms and positions in Å:
C1 -0.17 0.46 -0.29
C2 1.21 -0.09 1.84
C3 -1.56 0.27 0.26
N1 1.39 0.45 0.50
N2 0.59 1.54 0.19
C4 0.17 -0.14 -1.62
N3 -0.42 -1.35 -1.88
O1 0.89 0.41 -2.43
H1 1.00 2.16 -0.50
H2 -0.11 -1.84 -2.70
H3 -0.84 -1.89 -1.15
H4 2.07 0.24 2.43
H5 0.29 0.25 2.33
H6 1.24 -1.18 1.80
H7 -1.63 -0.62 0.89
H8 -2.29 0.18 -0.54
H9 -1.83 1.13 0.88

Its energy is -10809.4768 eV. Its SMILES is CN1N[C@@]1(C)C(N)=O. The value obtained for the molar mass is 115.14 g mol⁻¹. The value obtained for the energy above the lowest of the compared OMol25 structures with the same formula, charge and spin is 68.8 kcal/mol. Its charge is 0. The LUMO energy is 0.80 eV.

---

Record 10
ORCA calculation (ωB97M-V/def2-TZVPD) on C4H9N3O in the gas phase in a non-equilibrium geometry.

Atoms and positions in Å:
C1 -1.57 0.88 -1.97
C2 -0.87 -1.42 0.26
C3 -0.72 -1.83 1.49
C4 0.81 0.46 0.03
H1 -2.33 0.92 -1.22
H2 -2.07 0.79 -2.90
H3 -1.02 1.83 -1.90
H4 0.11 -0.24 -2.44
H5 -1.69 -1.88 -0.29
H6 -1.42 -2.53 1.90
H7 0.14 -1.55 2.05
H8 1.25 1.02 -0.80
H9 2.24 1.68 2.35
N1 -0.67 -0.26 -1.77
N2 -0.19 -0.43 -0.46
N3 1.12 0.57 1.26
O1 2.13 1.54 1.40

Its energy is -10808.0465 eV. Its SMILES is C=CN(/C=N/O)NC. The value obtained for the molar mass is 115.14 g mol⁻¹. The value obtained for the energy above the lowest of the compared OMol25 structures with the same formula, charge and spin is 101.8 kcal/mol. Its charge is 0. The LUMO energy is 0.96 eV.

---

Record 11
ORCA calculation (ωB97M-V/def2-TZVPD) on a molecular structure, C4H9N3O.

Atoms and positions in Å:
C1 0.16 1.24 1.35
C2 0.10 -0.27 1.25
C3 -0.47 -0.80 -0.96
N1 0.90 -0.72 -0.40
N2 -0.28 2.06 0.25
C4 -0.71 -0.91 -2.27
O1 -1.26 -0.67 0.07
N3 0.24 -1.04 2.22
H1 1.34 -1.63 -0.26
H2 1.53 -0.10 -0.91
H3 0.17 -2.04 2.06
H4 -1.20 1.77 -0.08
H5 0.36 2.06 -0.53
H6 1.20 1.50 1.60
H7 -0.44 1.48 2.23
H8 -1.73 -0.91 -2.63
H9 0.10 -1.03 -2.98

Its energy is -10809.0198 eV. The value obtained for the molar mass is 115.14 g mol⁻¹. The value obtained for the energy above the lowest of the compared OMol25 structures with the same formula, charge and spin is 79.4 kcal/mol. Its charge is 0. The LUMO energy is 0.53 eV.

---

Record 12
ORCA calculation (ωB97M-V/def2-TZVPD) on 3 unconnected molecules or ions with the total composition C4H9N3O in a non-equilibrium geometry.

Atoms and positions in Å:
C1 1.44 1.40 -1.38
C2 0.24 -0.88 0.15
C3 0.02 -2.01 1.35
C4 -1.70 1.52 1.41
H1 1.19 2.14 -2.31
H2 1.07 1.74 -0.18
H3 2.86 0.93 -1.42
H4 1.34 0.07 -2.61
H5 1.16 -2.44 1.23
H6 -0.16 -1.45 2.33
H7 -0.94 -2.55 1.25
H8 -0.87 2.54 0.81
H9 -2.64 1.56 2.21
N1 0.62 0.19 -1.70
N2 0.88 -1.09 -0.93
N3 -1.43 0.19 1.07
O1 -0.43 0.28 0.05

Its energy is -10801.1944 eV. The value obtained for the molar mass is 115.14 g mol⁻¹. The value obtained for the energy above the lowest of the compared OMol25 structures with the same formula, charge and spin is 259.8 kcal/mol. Its charge is 0. The LUMO energy is 0.40 eV.

---

Record 13
ORCA calculation (ωB97M-V/def2-TZVPD) on C4H9N3O in the gas phase in a non-equilibrium geometry.

Atoms and positions in Å:
C1 -1.66 0.14 -0.90
C2 0.31 -1.36 1.29
N1 -0.43 0.76 -0.41
C3 0.85 0.49 -1.06
C4 0.57 0.10 1.20
O1 1.71 0.31 -0.10
N2 0.92 0.31 -2.32
N3 0.63 0.90 2.16
H1 -0.53 1.72 -0.13
H2 1.86 0.02 -2.56
H3 0.89 1.85 1.94
H4 -1.51 -0.93 -1.08
H5 -1.95 0.60 -1.85
H6 -2.44 0.26 -0.15
H7 1.14 -1.82 1.82
H8 0.24 -1.82 0.31
H9 -0.61 -1.53 1.85

Its energy is -10809.8863 eV. Its SMILES is [H]/N=C(/C)O/C(=N\[H])NC. The value obtained for the molar mass is 115.14 g mol⁻¹. The value obtained for the energy above the lowest of the compared OMol25 structures with the same formula, charge and spin is 59.4 kcal/mol. Its charge is 0. The LUMO energy is 0.80 eV.

---

Record 14
ORCA calculation (ωB97M-V/def2-TZVPD) on 2 unconnected molecules or ions with the total composition C4H9N3O.

Atoms and positions in Å:
C1 0.69 -0.84 -1.68
C2 -0.93 0.80 0.52
N1 0.81 -1.94 -0.92
N2 -1.83 -0.23 0.62
C3 0.35 0.58 1.22
C4 1.41 1.34 1.00
O1 -0.31 -0.50 -2.25
N3 -1.12 1.88 -0.11
H1 1.64 -0.26 -1.73
H2 -0.01 -2.52 -0.76
H3 1.66 -2.15 -0.42
H4 -1.66 -1.03 1.20
H5 -2.71 -0.17 0.15
H6 -2.01 1.95 -0.58
H7 0.38 -0.27 1.89
H8 2.35 1.18 1.50
H9 1.32 2.18 0.33

Its energy is -10811.2920 eV. Its SMILES is [H]/N=C(\N)C=C.NC=O. The value obtained for the molar mass is 115.14 g mol⁻¹. The value obtained for the energy above the lowest of the compared OMol25 structures with the same formula, charge and spin is 27.0 kcal/mol. Its charge is 0. The LUMO energy is 0.73 eV.